Record 1
Density functional theory data (the ωB97M-V functional and the def2-TZVPD basis) for C34H28F12MnN5O2S as an isolated structure.

Each line ends with the Löwdin charge.
Cartesian coordinates (Å):
Mn  -1.04471  0.50667  0.04703  0.78
S  -1.12054  -1.91768  0.67303  0.95
F  -0.76887  -1.47770  3.74326  0.17
F  -0.97823  1.43017  -4.82747  0.24
F  -2.47788  1.22213  -3.27742  0.21
F  0.25076  -0.81611  -4.65339  0.25
F  -1.40413  -1.50375  -3.42694  0.23
F  0.93253  2.13220  4.27012  0.25
F  -0.83385  2.74937  3.16255  0.22
F  -0.93893  2.73418  -3.10311  0.19
F  -2.10500  0.22750  3.77594  0.21
F  -0.36267  0.16542  5.06519  0.23
F  0.63814  -1.66992  -2.70134  0.14
F  1.08217  2.56654  2.15791  0.17
O  -0.84754  0.64051  1.59952  -0.18
O  -0.97199  0.27277  -1.51769  -0.13
N  -1.23027  -4.57294  0.53100  -0.13
N  -1.01634  2.44424  -0.15565  0.05
N  -2.94406  0.43399  0.03049  0.00
N  0.24770  -3.76461  -0.85803  0.06
N  1.01126  0.43043  -0.05909  0.14
C  -5.62679  1.03876  0.13575  0.05
C  1.68920  0.89509  -1.14678  -0.18
C  3.70475  1.94465  -2.05197  0.05
C  -5.20981  -0.28493  0.05904  0.04
C  2.94147  -0.82833  0.68321  0.05
C  0.29725  2.04972  3.13253  -0.54
C  3.88104  2.53792  -4.49027  0.02
C  -0.02036  0.56298  2.71952  -0.18
C  -3.31862  1.72218  0.12017  -0.15
C  -1.19826  1.49181  -3.53791  -0.54
C  3.33884  -1.22712  3.03126  -0.13
C  3.71440  -1.35079  1.67530  0.05
C  1.09961  0.99799  -2.45545  -0.04
C  -2.21983  -4.69707  1.58079  -0.01
C  -4.67572  2.04582  0.14992  0.07
C  -0.35623  4.72623  -0.03383  0.03
C  3.01372  1.42114  -0.99932  0.04
C  -1.66048  5.08892  0.28710  0.05
C  2.07755  -0.62932  3.31597  0.10
C  1.71340  -0.13972  0.95721  -0.17
C  -2.62676  4.10381  0.37019  0.07
C  4.19288  -1.72084  4.11733  0.02
C  -0.07364  3.39426  -0.23403  -0.07
C  0.35769  -5.21030  -1.09602  -0.07
C  -3.85851  -0.54613  -0.01204  -0.06
C  1.81911  1.49420  -3.50563  0.09
C  -0.64738  -5.77283  -0.08172  -0.06
C  -0.30314  0.47174  -2.71801  -0.18
C  1.27488  -0.13086  2.33330  -0.04
C  -2.28674  2.76945  0.13253  -0.16
C  -0.83329  -0.15532  3.88066  -0.56
C  -0.67725  -3.47272  0.04838  -0.62
C  -0.21966  -0.91259  -3.43630  -0.54
C  3.14759  1.98094  -3.34691  -0.14
H  -3.63415  4.38465  0.63006  0.13
H  0.76620  -3.09485  -1.39030  0.11
H  1.38797  1.51148  -4.49945  0.15
H  3.23596  -0.96770  -0.34924  0.14
H  1.37574  -5.55348  -0.92039  0.13
H  4.12759  -1.09030  5.00698  0.12
H  0.09780  -5.45286  -2.12562  0.14
H  0.93357  3.08239  -0.45842  0.12
H  3.44269  1.47241  -0.00642  0.14
H  5.22933  -1.84581  3.81018  0.11
H  -1.42967  -6.37193  -0.54890  0.15
H  -0.18186  -6.40014  0.68034  0.14
H  -2.96969  -5.43245  1.29114  0.12
H  1.78105  -0.55777  4.35561  0.15
H  4.69017  2.36329  -1.88733  0.15
H  4.94491  2.64552  -4.29360  0.11
H  3.48756  3.53852  -4.72908  0.14
H  -5.01008  3.06995  0.16336  0.13
H  -1.75611  -5.05306  2.50391  0.12
H  3.84093  -2.70910  4.45391  0.14
H  -1.91945  6.12432  0.46810  0.15
H  -5.91851  -1.10081  0.04019  0.14
H  3.71426  1.96439  -5.40584  0.12
H  -3.49173  -1.55359  -0.11696  0.08
H  -2.69735  -3.74197  1.77908  0.06
H  4.63009  -1.87125  1.42237  0.15
H  -6.67969  1.28770  0.17378  0.15
H  0.43401  5.46030  -0.10732  0.14

The calculation puts the HOMO energy (spin up / spin down) at -19.2 / -19.2 eV. The calculation puts the total energy at -4482.7129 Eh. As for the net charge: +4. The orbital gap (spin up / spin down) comes out at 4.619 / 4.626 eV. The calculation puts the strongest force on any atom at 3.90 eV/A.

=====

Record 2
Density functional theory data (the ωB97M-V functional and the def2-TZVPD basis) for a 8-piece molecular cluster, C12H43N3O8 overall.

Each line ends with the Löwdin charge.
Cartesian coordinates (Å):
O  1.54578  2.56029  2.41755  -0.16
O  3.54781  2.50818  -0.71636  -0.26
O  -0.91596  4.23682  2.05781  -0.13
O  -3.67307  -0.29973  0.90349  -0.07
O  4.32014  -1.56452  1.61233  -0.22
O  -1.23348  0.53489  -0.57886  -0.24
O  -2.65565  2.18384  2.08716  -0.07
O  -5.27539  -1.80826  -5.43500  -0.20
N  2.19432  0.21900  0.96653  0.04
N  -5.72198  0.05538  -2.32448  0.03
N  6.41949  -1.44442  4.76039  0.02
C  4.75610  -1.74069  0.27653  -0.15
C  -4.39998  -1.93481  -2.82138  -0.03
C  -1.61665  1.36516  -1.65679  -0.11
C  5.50557  -1.40975  2.46320  -0.18
C  0.98933  -0.24274  0.32335  -0.40
C  0.37657  -1.40221  1.09365  -0.05
C  5.18298  -1.53358  3.95657  -0.42
C  4.08319  -0.53121  4.42152  -0.05
C  -5.03959  -0.60242  -3.39238  -0.46
C  -5.95236  -0.85505  -4.61735  -0.18
C  -0.02550  0.97622  0.04008  -0.17
C  -4.56468  -1.17707  -6.45941  -0.13
H  -4.20959  0.05295  -3.65637  0.12
H  -6.68950  -1.53883  -4.19643  0.12
H  5.27308  -2.69726  0.20037  0.09
H  -0.38262  1.57619  0.87709  0.09
H  1.11473  -2.17182  1.31929  0.07
H  -6.33055  0.09661  -4.99075  0.13
H  6.37035  -2.02782  2.22187  0.12
H  -2.68375  1.25754  -1.85125  0.07
H  3.83418  -0.63619  5.47749  0.07
H  1.98824  3.12902  1.78748  -0.05
H  -4.11959  -1.96099  -7.07216  0.09
H  -3.79458  -2.43454  -3.57760  0.07
H  -5.27382  -2.51273  -2.52054  0.08
H  -3.69190  0.51855  1.39977  -0.01
H  0.14095  -1.07943  2.10775  0.07
H  5.26129  -0.90410  -0.20617  0.09
H  -2.09706  2.94016  1.90778  -0.03
H  -0.76176  3.77800  2.88361  0.02
H  -5.13144  -0.46648  -7.06103  0.09
H  -2.08207  1.56303  2.53640  0.03
H  6.84987  -0.53728  4.86975  0.06
H  -1.44085  2.37718  -1.29208  0.08
H  -0.57157  -1.77770  0.70877  0.07
H  3.20552  -0.64382  3.78503  0.06
H  1.60636  1.68509  2.03469  -0.05
H  2.75138  0.66911  0.25436  0.04
H  -1.05749  1.14222  -2.56549  0.09
H  3.08065  2.70079  0.09660  -0.06
H  -0.25614  4.93008  2.04160  0.02
H  -2.93113  -0.20146  0.30675  -0.01
H  6.14265  -1.61793  5.71609  0.06
H  0.51266  1.75819  -0.49566  0.09
H  -3.67254  -0.68492  -6.07215  0.08
H  2.76865  -0.61149  0.94350  0.03
H  5.84537  -0.38401  2.32001  0.12
H  -5.06760  0.01463  -1.55621  0.05
H  3.45846  3.30506  -1.23907  -0.03
H  1.25517  -0.61295  -0.66679  0.13
H  4.49025  0.47002  4.28027  0.08
H  -6.56091  -0.44108  -2.06024  0.07
H  4.77216  -2.53536  4.08209  0.13
H  3.95765  -1.89847  -0.44850  0.08
H  -3.72025  -1.68101  -2.00796  0.07

The multiplicity is 2. The calculation puts the HOMO energy (spin up / spin down) at 0.2 / -7.0 eV. The calculation puts the total energy at -1249.0562 Eh. As for the net charge: -1. The orbital gap (spin up / spin down) comes out at 2.350 / 9.533 eV. The calculation puts the strongest force on any atom at 3.63 eV/A.

=====

Record 3
Density functional theory data (the ωB97M-V functional and the def2-TZVPD basis) for C19H13Cl2O2PPdSe2 as an isolated structure.

Each line ends with the Löwdin charge.
Cartesian coordinates (Å):
Pd  0.06305  0.97428  0.46532  0.08
Se  0.84348  0.40837  -1.96937  0.08
Se  -1.85601  -0.28756  1.42988  0.10
Cl  5.21915  5.12300  4.90279  0.54
Cl  4.49221  -0.09707  3.67002  0.63
P  -0.87196  -0.49309  -0.74807  0.15
O  0.46004  3.14381  1.26101  -0.07
O  2.19395  0.90613  2.11638  -0.05
C  -4.50634  0.16647  -3.60967  -0.13
C  -3.27541  -0.24627  -4.10702  -0.11
C  -3.57032  0.18071  -1.38472  -0.13
C  3.19076  4.20229  3.31741  -0.12
C  2.78943  1.81476  2.69305  -0.43
C  -2.20144  -0.42651  -3.24582  -0.13
C  0.15352  -4.20447  -2.23673  -0.11
C  -0.85525  -3.19978  0.14237  -0.13
C  2.44153  3.22325  2.64412  -0.13
C  4.68209  2.53230  4.16858  -0.17
C  3.98031  1.56446  3.52754  -0.58
C  4.28563  3.88147  4.06362  -0.69
C  -0.04868  -2.83997  -2.08014  -0.14
C  -0.63234  -4.56593  -0.00295  -0.11
C  -0.57286  -2.31767  -0.89632  -0.37
C  -0.13770  -5.07595  -1.19389  -0.13
C  -2.33269  -0.22992  -1.87011  -0.38
C  -4.64366  0.38629  -2.24695  -0.11
C  1.29869  3.73559  1.91155  -0.24
H  0.55998  -4.58343  -3.16810  0.09
H  -5.59354  0.72033  -1.84307  0.09
H  -1.24872  -2.78181  1.06114  0.00
H  -1.22949  -0.68221  -3.64535  0.05
H  0.24534  -2.15461  -2.86377  0.03
H  -3.66155  0.33462  -0.31597  0.00
H  0.03214  -6.14151  -1.30634  0.08
H  5.54904  2.26436  4.75985  0.09
H  -0.84748  -5.23135  0.82611  0.09
H  1.21145  4.84293  1.98942  0.11
H  -3.14296  -0.40893  -5.17117  0.09
H  -5.34501  0.32284  -4.27978  0.08
H  2.88164  5.23978  3.23515  0.10

The calculation puts the HOMO energy at -0.9 eV. The calculation puts the total energy at -7074.9013 Eh. As for the net charge: -2. The orbital gap comes out at 5.184 eV. The calculation puts the strongest force on any atom at 0.38 eV/A.

=====

Record 4
Density functional theory data (the ωB97M-V functional and the def2-TZVPD basis) for C20H32BBaBr16O8 as an isolated structure.

Each line ends with the Löwdin charge.
Cartesian coordinates (Å):
Ba  -4.69179  -1.50197  -4.15853  1.66
Br  -4.37974  2.11328  -4.60724  0.61
Br  -1.38937  -4.52826  3.51143  0.62
Br  2.46573  3.98143  2.17211  0.68
Br  2.14919  -4.90203  -2.93789  0.60
Br  -4.57533  1.78405  4.61990  0.64
Br  -0.84091  1.04489  3.48391  0.70
Br  0.47895  -3.28874  6.09462  0.57
Br  1.09898  -2.07690  -4.67863  0.56
Br  -4.49241  4.49943  0.78498  0.66
Br  4.95169  -4.25514  -0.09063  0.66
Br  -4.35319  -4.86826  -0.41894  0.61
Br  3.83850  0.89454  -2.88407  0.68
Br  5.47533  4.92592  -1.27737  0.59
Br  -6.71013  1.32525  -2.37201  0.57
Br  -2.09005  -3.31965  -2.92193  0.60
Br  6.43849  -1.30774  -1.56523  0.57
O  -1.27954  0.84276  0.07138  0.24
O  0.16184  -1.07861  0.20834  0.19
O  -2.81643  -0.15035  -2.82916  -0.21
O  3.04668  0.78123  0.15124  0.11
O  0.98167  0.92517  -0.70788  0.22
O  -0.80597  -0.34734  -1.88901  0.24
O  1.88748  -1.58070  1.52327  0.17
O  -3.43035  1.31370  -0.37568  0.13
C  4.75498  2.65774  -2.84455  -0.61
C  -4.55631  3.11657  -2.94729  -0.63
C  4.86152  -2.41007  0.55760  -0.68
C  0.01915  2.69155  2.78068  -0.61
C  6.17117  -1.66569  0.36609  -0.61
C  -3.96479  2.69263  3.01208  -0.74
C  0.78919  -2.72231  4.21942  -0.66
C  -5.05138  3.62770  2.45493  -0.64
C  -5.96711  3.13450  -2.36764  -0.61
C  4.32218  3.32034  -1.54602  -0.68
C  -2.02961  0.09023  -1.94916  -0.39
C  1.93927  0.37490  0.02010  -0.43
C  1.74282  -2.06886  -2.78443  -0.66
C  1.36939  -0.86779  0.73392  -0.38
C  -0.47610  -2.79955  3.34688  -0.68
C  1.49812  2.58983  3.08005  -0.71
C  -2.38057  -4.67882  -0.41321  -0.62
C  -1.97930  -3.32950  -0.95133  -0.60
C  -2.35508  0.88956  -0.65724  -0.39
C  2.83837  -3.08107  -2.60359  -0.68
B  -0.23349  0.07469  -0.60405  -0.92
H  -0.16547  -2.63889  2.31736  0.03
H  -0.49683  3.51766  3.25669  0.06
H  -0.94555  -3.07051  -0.73860  0.06
H  -2.66773  -2.57870  -0.57006  0.06
H  -3.07379  3.25494  3.28342  0.03
H  4.32295  3.17703  -3.69380  0.05
H  -5.93157  3.00392  2.33801  0.05
H  -1.91873  -5.44658  -1.02902  0.06
H  7.03541  -2.27136  0.60864  0.04
H  1.56173  -3.38657  3.85599  0.05
H  1.91842  1.68949  2.64472  0.03
H  4.63347  -2.42905  1.62105  0.06
H  0.92326  -2.36029  -2.13309  0.02
H  -3.80090  2.78806  -2.24430  0.04
H  -6.03847  3.47561  -1.33799  0.00
H  6.12155  -0.71330  0.88324  0.07
H  -0.18726  2.66207  1.71456  0.04
H  -1.14605  -1.97960  3.59297  0.03
H  4.46997  2.67000  -0.68972  0.03
H  2.07875  -1.04431  -2.66158  -0.03
H  3.69921  -2.87237  -3.23548  0.07
H  3.20458  -3.01154  -1.57678  -0.02
H  3.28608  3.63977  -1.51164  0.06
H  1.67737  2.69635  4.14406  0.06
H  4.03409  -1.95519  0.02958  0.01
H  -5.15936  4.40193  3.20649  0.05
H  -2.07778  -4.78343  0.62365  0.01
H  1.04914  -1.66931  4.24194  0.04
H  -3.62046  1.91663  2.33393  0.01
H  -4.37013  4.17285  -3.15449  0.08
H  -6.67331  3.71662  -2.95309  0.07
H  5.82566  2.56550  -2.97685  0.06

The calculation puts the HOMO energy at -11.1 eV. The calculation puts the total energy at -42617.8319 Eh. As for the net charge: +1. The orbital gap comes out at 6.022 eV. The calculation puts the strongest force on any atom at 1.93 eV/A.

=====

Record 5
Density functional theory data (the ωB97M-V functional and the def2-TZVPD basis) for a 3-piece molecular cluster, C3H11NO2 overall.

Each line ends with the Löwdin charge.
Cartesian coordinates (Å):
O  2.73864  -0.03798  0.31422  -0.10
O  -2.15000  0.17192  1.75591  -0.29
N  -0.29721  -0.83569  0.40850  0.06
C  -0.61629  0.03460  -0.78190  -0.30
C  -2.04747  -0.30582  -1.17230  -0.10
C  2.61223  0.83553  -0.92810  0.15
H  -2.58892  -0.02892  -0.25546  0.04
H  -2.15581  -1.39826  -1.26150  0.08
H  2.06157  -0.08896  -1.59604  0.15
H  3.01206  0.64371  0.92836  0.07
H  2.31260  1.68900  -0.31761  0.07
H  0.21878  -0.16357  -1.50884  0.07
H  -2.16079  0.68634  2.52131  -0.10
H  0.72075  -0.82255  0.53399  0.04
H  -0.78014  -0.44928  1.21969  -0.02
H  -2.40586  0.29092  -2.02709  0.07
H  -0.55366  1.03406  -0.36348  0.10

The calculation puts the HOMO energy at -7.5 eV. The calculation puts the total energy at -325.7767 Eh. The orbital gap comes out at 3.217 eV. The calculation puts the strongest force on any atom at 7.96 eV/A.

=====

Record 6
Density functional theory data (the ωB97M-V functional and the def2-TZVPD basis) for C8H14CuO6 as an isolated structure.

Each line ends with the Löwdin charge.
Cartesian coordinates (Å):
Cu  0.01328  -25.14862  7.13277  0.45
O  -2.56645  -24.32998  4.67284  0.02
O  -0.25939  -23.99043  9.22960  -0.42
O  0.19716  -27.24514  6.18339  -0.40
O  -0.49720  -29.51777  4.16662  -0.49
O  -1.13898  -23.36956  6.02212  0.06
O  0.60247  -22.89060  11.98300  -0.47
C  -2.25207  -23.85795  5.89805  -0.45
C  -0.99553  -28.05995  6.18477  -0.43
C  -0.88737  -24.35046  10.47059  -0.42
C  -3.42567  -23.99953  6.93857  -0.05
C  -0.67398  -23.35497  11.72765  -0.53
C  -4.59750  -24.15277  5.99247  -0.20
C  -1.49246  -28.87005  4.93528  -0.53
C  -4.04770  -24.59567  4.58265  -0.09
H  -0.67244  -25.40063  10.66825  0.05
H  -5.26264  -23.28940  5.97588  0.09
H  -2.33849  -29.52910  5.13015  0.04
H  -5.19929  -24.97574  6.37804  0.10
H  -1.28245  -22.47311  11.52719  0.03
H  -1.81098  -27.50549  6.64922  0.04
H  -3.33507  -25.04491  7.23363  0.13
H  -1.94532  -24.36368  10.20856  0.03
H  -4.64806  -24.01298  3.88397  0.10
H  -4.16841  -25.65261  4.34513  0.11
H  -3.53638  -23.24178  7.71424  0.13
H  -1.04718  -23.81310  12.64359  0.03
H  -0.96085  -28.90969  6.86656  0.05
H  -1.90069  -28.11560  4.26278  0.03

The calculation puts the HOMO energy at 3.2 eV. The calculation puts the total energy at -2404.7030 Eh. As for the net charge: -3. The orbital gap comes out at 3.234 eV. The calculation puts the strongest force on any atom at 3.98 eV/A.